[1]
The following is a quantum chemistry calculation of the molecule C13H21NO3, from the OMol25 dataset.

Last column: Löwdin charge in e.
Geometry (Å):
C  3.2702  -2.5100  -0.7899  -0.11
O  2.1862  -2.7744  0.0662  -0.18
C  1.1498  -3.5286  -0.5078  -0.20
C  0.3920  -2.8111  -1.6480  -0.38
C  -0.8701  -3.5962  -2.0092  -0.05
N  0.1049  -1.4376  -1.3069  0.05
C  -0.5883  -1.1309  -0.2805  -0.05
C  -0.8302  0.2464  0.0724  -0.08
C  -0.2443  1.2602  -0.6458  -0.25
O  0.5132  1.0249  -1.6916  0.10
C  -0.4273  2.6996  -0.2879  -0.06
C  -0.7500  2.8916  1.1989  -0.55
C  0.4672  2.5340  2.0541  -0.03
C  -1.1354  4.3503  1.4524  -0.05
C  -1.9267  1.9768  1.5469  -0.06
C  -1.6779  0.5143  1.2327  -0.37
O  -2.1878  -0.3694  1.8926  0.07
H  3.0058  -1.7895  -1.5714  0.08
H  4.0536  -2.0858  -0.1646  0.09
H  3.6373  -3.4310  -1.2594  0.09
H  1.5359  -4.4852  -0.8938  0.13
H  0.4644  -3.7324  0.3182  0.13
H  1.0405  -2.7629  -2.5330  0.13
H  -1.3827  -3.1103  -2.8364  0.08
H  -1.5478  -3.6420  -1.1601  0.08
H  -0.6087  -4.6093  -2.3036  0.08
H  -1.0380  -1.8631  0.3920  0.14
H  0.5446  0.0092  -1.8061  0.08
H  -1.2497  3.0946  -0.8941  0.14
H  0.4741  3.2459  -0.5729  0.14
H  0.7697  1.5028  1.8897  0.09
H  0.2346  2.6562  3.1093  0.09
H  1.3063  3.1825  1.8115  0.09
H  -0.3151  5.0125  1.1849  0.09
H  -2.0076  4.6300  0.8653  0.08
H  -1.3685  4.5030  2.5033  0.09
H  -2.8067  2.2765  0.9685  0.14
H  -2.1874  2.0588  2.6036  0.13

Calculated values
LUMO energy   0.76 eV
Multiplicity   1
Charge   0
HOMO level   -0.3221 hartree

---

[2]
The following is a quantum chemistry calculation of a cluster of 8 separate species, C12H37O14 in total at a distorted geometry, from the OMol25 dataset.

Last column: Löwdin charge in e.
Geometry (Å):
O  -0.8053  -0.4124  -0.0909  0.13
C  0.4544  -0.1915  -0.4066  -0.74
O  1.1326  -1.0292  -1.0694  -0.03
O  0.9494  0.8648  -0.0546  -0.01
H  -1.0266  0.3814  0.4017  0.10
C  3.8466  -2.8937  -0.3556  -0.20
O  2.5713  -2.9155  0.2014  -0.10
H  4.3421  -3.8459  -0.1661  0.07
H  3.9487  -2.9285  -1.4402  0.06
H  4.5592  -2.1202  -0.0693  0.07
H  2.1504  -2.0849  -0.0324  0.02
C  -2.9946  2.7845  1.4933  -0.14
O  -3.7073  1.7197  0.8267  -0.13
H  -3.4824  3.7522  1.3755  0.07
H  -2.8835  2.6596  2.5704  0.09
H  -2.0324  2.8619  0.9871  0.06
H  -4.0069  2.0417  -0.0266  0.07
C  -0.5682  -0.3868  3.0792  -0.16
O  -1.6906  -1.1005  3.5137  -0.12
H  -0.1527  0.2085  3.8922  0.08
H  0.1461  -1.1349  2.7353  0.10
H  -0.8824  0.4489  2.4541  0.05
H  -2.3319  -1.1909  2.8050  0.02
C  -3.0863  -2.9256  1.1879  -0.22
C  -4.1551  -3.8664  0.4751  -0.24
O  -5.4450  -3.5270  0.8625  -0.06
O  -3.3281  -1.5387  1.0960  -0.08
H  -2.1264  -3.2405  0.7785  0.12
H  -3.0135  -3.1012  2.2612  0.11
H  -3.9213  -4.9284  0.5488  0.11
H  -3.9166  -3.6777  -0.5716  0.10
H  -5.4872  -2.5693  0.9138  0.08
H  -2.9318  -1.0467  0.3731  0.07
C  0.9309  3.6444  2.6389  -0.24
C  0.5149  4.8221  1.6878  -0.21
O  1.4107  4.9651  0.6003  -0.09
O  0.5171  2.3950  2.2047  -0.07
H  0.5146  3.8137  3.6319  0.11
H  1.9951  3.6591  2.8740  0.11
H  0.5413  5.8243  2.1155  0.11
H  -0.4959  4.6425  1.3216  0.10
H  2.1640  4.3736  0.5349  0.07
H  0.8922  2.1012  1.3713  0.05
C  0.7524  -3.1231  -3.8549  -0.18
C  -0.0502  -3.8077  -2.6582  -0.27
O  -0.6744  -2.8436  -1.9061  -0.08
O  2.0209  -2.4754  -3.4755  -0.10
H  0.1382  -2.3333  -4.2873  0.11
H  0.9878  -3.9708  -4.4985  0.10
H  0.5919  -4.3916  -1.9987  0.12
H  -0.7209  -4.5171  -3.1430  0.10
H  0.0388  -2.3488  -1.4962  0.02
H  1.7821  -1.9713  -2.6942  0.02
C  2.1616  2.8220  -2.6931  -0.26
C  3.4695  2.8498  -1.8724  -0.22
O  3.4916  1.7817  -0.9362  -0.08
O  1.1200  3.0117  -1.8052  -0.06
H  2.0403  1.9505  -3.3364  0.12
H  2.1426  3.6309  -3.4234  0.11
H  3.4509  3.7483  -1.2555  0.10
H  4.3583  2.8350  -2.5032  0.11
H  2.6540  1.5452  -0.5312  0.03
H  1.1354  2.3000  -1.1611  0.02

Calculated values
LUMO energy   2.64 eV
Multiplicity   1
Charge   -1
HOMO level   -0.2440 hartree

---

[3]
The following is a quantum chemistry calculation of the molecule C26H43NO3, from the OMol25 dataset.

Last column: Löwdin charge in e.
Geometry (Å):
C  -1.0730  -4.9837  1.0395  -0.12
C  -0.7125  -4.1530  -0.1864  -0.27
C  0.6108  -3.4127  -0.0072  -0.22
C  0.9068  -2.4979  -1.1927  -0.22
C  2.2883  -1.8548  -1.0962  -0.21
C  2.5745  -0.9337  -2.2815  -0.21
C  4.0498  -0.5548  -2.4130  -0.21
C  4.5579  0.3058  -1.2554  -0.20
C  3.8485  1.6227  -1.1810  -0.11
C  3.5731  2.3204  -0.0893  -0.13
C  3.8975  1.9626  1.3270  -0.20
C  2.6742  2.0848  2.2402  -0.21
C  1.6505  0.9781  1.9972  -0.22
C  0.4394  1.1443  2.9125  -0.21
C  -0.5790  0.0095  2.8017  -0.20
C  -1.3478  0.0358  1.4842  -0.19
C  -2.4457  -1.0328  1.4386  -0.09
C  -3.1554  -0.9333  0.1047  -0.50
O  -2.7127  -1.4247  -0.9155  0.04
N  -4.3147  -0.2377  0.1364  0.07
C  -5.0137  0.1514  -1.0664  -0.17
C  -4.9125  1.6654  -1.3178  -0.13
C  -3.5145  2.1723  -1.0832  -0.24
C  -3.2709  3.2085  -0.1953  -0.05
C  -1.9805  3.6430  0.0580  -0.01
C  -0.9017  3.0285  -0.5555  -0.27
O  0.3642  3.4354  -0.2863  0.06
C  -1.1415  1.9745  -1.4476  -0.24
O  -0.0456  1.3710  -2.0132  0.05
C  -2.4335  1.5708  -1.7185  0.02
H  -0.3074  -5.7331  1.2328  0.07
H  -2.0223  -5.4936  0.8917  0.07
H  -1.1580  -4.3535  1.9234  0.06
H  -0.6386  -4.8107  -1.0555  0.11
H  -1.5019  -3.4282  -0.3929  0.08
H  1.4211  -4.1382  0.1065  0.12
H  0.5742  -2.8151  0.9073  0.10
H  0.1355  -1.7265  -1.2423  0.10
H  0.8463  -3.0808  -2.1152  0.12
H  2.3573  -1.2902  -0.1649  0.10
H  3.0430  -2.6455  -1.0644  0.12
H  2.2680  -1.4404  -3.2008  0.11
H  1.9796  -0.0242  -2.1852  0.09
H  4.6508  -1.4658  -2.4715  0.11
H  4.1903  -0.0067  -3.3485  0.11
H  4.4561  -0.2425  -0.3193  0.10
H  5.6267  0.4953  -1.4069  0.12
H  3.5731  2.0341  -2.1449  0.11
H  3.0811  3.2803  -0.1898  0.10
H  4.3066  0.9543  1.3956  0.10
H  4.6676  2.6552  1.6822  0.12
H  2.1977  3.0537  2.0760  0.11
H  3.0002  2.0447  3.2827  0.11
H  2.1155  0.0068  2.1866  0.12
H  1.3381  1.0018  0.9527  0.10
H  0.7915  1.1960  3.9463  0.11
H  -0.0535  2.0919  2.6839  0.11
H  -1.2921  0.0971  3.6261  0.11
H  -0.0686  -0.9505  2.9093  0.11
H  -1.7974  1.0230  1.3484  0.11
H  -0.6643  -0.1367  0.6527  0.11
H  -1.9917  -2.0202  1.5212  0.11
H  -3.1454  -0.8932  2.2645  0.12
H  -4.5796  0.2306  0.9884  0.15
H  -4.5494  -0.4106  -1.8787  0.11
H  -6.0654  -0.1439  -0.9931  0.12
H  -5.5991  2.1925  -0.6519  0.11
H  -5.2233  1.8668  -2.3457  0.12
H  -4.0965  3.6895  0.3087  0.11
H  -1.7902  4.4522  0.7447  0.12
H  0.9746  2.8585  -0.7689  0.08
H  -0.3382  0.6039  -2.5194  0.11
H  -2.5924  0.7559  -2.4098  0.13

Calculated values
LUMO energy   0.77 eV
Multiplicity   1
Charge   0
HOMO level   -0.3024 hartree

---

[4]
The following is a quantum chemistry calculation of a cluster of 2 separate species, C3H13N3 in total at a distorted geometry, from the OMol25 dataset.

Last column: Löwdin charge in e.
Geometry (Å):
C  0.1088  1.8668  0.1770  -0.15
C  1.2468  0.8599  0.3239  -0.23
C  0.9815  -0.4701  1.2930  -0.30
N  0.7563  -1.7188  0.6506  -0.06
H  0.4988  2.8400  -0.1233  0.07
H  -0.4018  1.9979  1.1321  0.07
H  -0.5893  1.5420  -0.5917  0.04
H  1.6523  0.6179  -0.6654  0.09
H  2.0705  1.3754  0.8273  0.08
H  0.1229  -0.2311  1.9245  0.09
H  1.8793  -0.5286  1.9196  0.09
H  -0.1788  -1.6369  0.0797  0.04
H  1.5199  -1.9280  0.0163  0.05
N  -1.6555  -0.9036  -0.4403  -0.10
N  -1.3827  -0.5811  -1.8244  -0.06
H  -2.6679  -0.9678  -0.2739  0.10
H  -1.2879  -0.1046  0.1241  0.05
H  -2.1157  -0.9375  -2.4287  0.07
H  -0.5574  -1.0920  -2.1203  0.06

Calculated values
LUMO energy   1.08 eV
Multiplicity   1
Charge   0
HOMO level   -0.3072 hartree

---

The frontier orbital gap results, record by record, are as follows: 9.53; 9.28; 9.00; 9.44 eV.
The total energy results, record by record, are as follows: -21454.229; -41708.291; -35293.920; -7790.293 eV.
The energy above the lowest of the compared OMol25 structures with the same formula, charge and spin results, record by record, are as follows: 1.0; 2.1; 0.0; 39.9 kcal per mole.